[1]
Formula: IO3P
Source: the Open Molecules 2025 dataset
Level of theory: ωB97M-V with the def2-TZVPD basis set

## Properties
- DFT total energy (eV) = -23535.238
- relative energy (zero: lowest compared OMol25 entry of this formula, charge and spin) (kcal per mole) = 0.00
- structure (SMILES) = O=P([O-])([O-])I
- gap between HOMO and LUMO (hartree) = 0.228
- net charge = -2
- F_max (Eh/bohr) = 0.0339

The geometry in XYZ format:
```
5
Properties=species:S:1:pos:R:3:forces:R:3:nbo_charge:R:1
O -1.08603 0.26555 1.28372 1.2 -0.1 -0.7 -1.177
P -0.11275 -0.36250 0.30220 -0.9 -1.5 0.2 2.406
O -0.73148 -1.08387 -0.87558 0.5 0.5 0.7 -1.183
O 1.27162 -0.78989 0.73699 -0.9 0.7 -0.1 -1.174
I 0.65863 1.97071 -1.44733 0.1 0.4 -0.1 -0.872
```
Positions in Å, forces in eV/Å.

=====

[2]
Formula: C35H60BN8RuSTe
Source: the Open Molecules 2025 dataset
Level of theory: ωB97M-V with the def2-TZVPD basis set

## Properties
- DFT total energy (eV) = -70564.535
- relative energy (zero: lowest compared OMol25 entry of this formula, charge and spin) (kcal per mole) = 2.64
- 2S+1 = 6
- gap between HOMO and LUMO (spin up / spin down) (hartree) = 0.298 / 0.223
- net charge = +2
- expectation value of S² = 8.7726
- F_max (Eh/bohr) = 0.0044

The geometry in XYZ format:
```
107
Properties=species:S:1:pos:R:3:forces:R:3:mulliken_spin:R:1
Ru 0.19762 -0.53534 0.04249 -0.1 0.1 0.0 3.472
C -1.28042 -0.11008 4.68520 0.0 0.0 0.0 -0.001
C -1.63195 0.33518 3.26250 0.0 0.0 0.0 -0.023
C -1.88179 -0.87387 2.37861 0.0 -0.1 0.0 0.030
C -0.57583 1.25241 2.71541 0.0 0.1 0.0 0.017
C -0.10620 2.40896 3.32009 0.1 0.0 0.0 0.000
C 0.89613 2.90985 2.49376 -0.1 0.0 0.0 0.044
C 1.73700 4.10302 2.90759 0.0 0.1 0.1 -0.004
C 2.33121 3.79760 4.29544 0.0 0.0 0.0 0.002
C 2.87088 4.59642 2.01674 0.0 0.0 0.0 0.000
N 0.96946 2.09297 1.41828 -0.1 0.0 0.0 -0.035
N 0.07030 1.07034 1.55853 0.1 -0.1 0.0 0.147
B 1.76112 2.20175 0.07201 0.0 0.0 0.0 -0.106
N 2.78051 1.05761 -0.04108 0.0 0.0 0.0 0.000
N 2.37274 -0.25067 0.01044 0.1 -0.1 0.0 0.089
C 3.47898 -1.00722 -0.08206 0.0 0.1 0.0 -0.028
C 4.59486 -0.19048 -0.19859 0.0 0.1 0.0 0.017
C 4.12108 1.11126 -0.16459 0.0 -0.1 0.0 0.046
C 4.94544 2.35861 -0.25427 0.0 0.0 0.0 -0.006
C 5.98561 2.38345 0.86908 0.0 0.0 0.0 0.002
C 5.61802 2.45091 -1.62602 0.0 0.0 0.0 0.002
C 3.48219 -2.50119 -0.06545 0.0 0.0 0.0 0.010
C 3.92059 -3.05989 -1.41936 0.0 0.0 0.0 -0.001
C 4.35824 -3.03058 1.07012 0.0 0.0 0.0 0.000
N 0.78910 2.17691 -1.15232 0.0 0.0 0.0 -0.029
N 0.10945 1.04267 -1.48131 0.1 -0.1 0.0 0.153
C -0.53651 1.25993 -2.62474 -0.1 0.0 0.0 0.005
C -0.28527 2.56682 -3.04395 0.0 0.0 0.1 0.010
C 0.55937 3.11849 -2.09229 -0.1 0.0 -0.1 0.044
C 1.06148 4.53736 -2.11530 0.0 0.0 0.0 0.002
C 2.57905 4.68195 -2.25295 0.0 0.0 0.0 0.002
C 0.49310 5.36140 -0.95536 0.0 0.0 0.0 0.003
C -1.35956 0.22131 -3.33132 0.0 0.0 0.1 -0.012
C -0.79000 -0.05577 -4.72530 0.0 0.0 0.0 0.000
C -1.47707 -1.06428 -2.52701 0.0 0.0 0.0 0.044
H -2.07288 -0.73576 5.09531 0.0 0.0 0.0 0.000
H -1.14180 0.74011 5.35058 0.0 0.0 0.0 0.000
H -0.35444 -0.68770 4.68144 0.0 0.0 0.0 -0.001
H -2.55836 0.92224 3.32248 0.0 0.0 0.0 0.003
H -1.01562 -1.54280 2.39410 0.0 0.0 0.0 0.021
H -2.08644 -0.59051 1.34024 0.0 0.0 0.0 -0.034
H -2.73114 -1.45565 2.73829 0.0 0.0 0.0 0.001
H -0.40856 2.80808 4.27248 0.0 0.0 0.0 0.001
H 1.02742 4.92903 3.03150 0.0 0.0 0.0 0.002
H 3.02292 2.95562 4.23057 0.0 0.0 0.0 0.000
H 1.57070 3.55266 5.03323 0.0 0.0 0.0 0.000
H 2.88503 4.66240 4.65861 0.0 0.0 0.0 0.001
H 3.61124 3.81494 1.84901 0.0 0.0 0.0 0.000
H 3.37197 5.41247 2.53764 0.0 0.0 0.0 0.000
H 2.54193 4.98021 1.05507 0.0 0.0 0.0 0.000
H 2.30967 3.23624 0.04415 0.0 0.0 0.0 0.001
H 5.62196 -0.49863 -0.29157 0.0 0.0 0.0 0.003
H 4.28830 3.21790 -0.13800 0.0 0.0 0.0 0.001
H 6.69589 1.56346 0.75643 0.0 0.0 0.0 0.000
H 5.52208 2.28760 1.85200 0.0 0.0 0.0 0.000
H 6.54761 3.31723 0.84232 0.0 0.0 0.0 0.000
H 6.30934 1.62065 -1.77594 0.0 0.0 0.0 0.000
H 6.18725 3.37741 -1.70442 0.0 0.0 0.0 0.000
H 4.88447 2.42744 -2.43282 0.0 0.0 0.0 -0.001
H 2.46061 -2.82734 0.12155 0.0 0.0 0.0 0.001
H 4.94828 -2.76802 -1.63914 0.0 0.0 0.0 0.000
H 3.28822 -2.69070 -2.22837 0.0 0.0 0.0 0.003
H 3.87793 -4.14932 -1.41368 0.0 0.0 0.0 -0.003
H 5.39897 -2.74135 0.91904 0.0 0.0 0.0 0.000
H 4.31835 -4.11948 1.10406 0.0 0.0 0.0 -0.001
H 4.03860 -2.64046 2.03694 0.0 0.0 0.0 0.000
H -0.62980 3.04524 -3.94572 0.0 0.0 0.0 0.001
H 0.63331 4.94557 -3.03484 0.0 0.0 0.0 0.000
H 3.09845 4.51427 -1.31192 0.0 0.0 0.0 0.000
H 2.81508 5.69359 -2.58330 0.0 0.0 0.0 0.000
H 2.97478 3.98617 -2.99254 0.0 0.0 0.0 0.000
H 0.69815 4.89418 0.00843 0.0 0.0 0.0 0.000
H -0.58931 5.47751 -1.05506 0.0 0.0 0.0 0.000
H 0.93015 6.36021 -0.94885 0.0 0.0 0.0 0.000
H -2.36457 0.64018 -3.45812 0.0 0.0 0.0 0.003
H 0.21599 -0.47145 -4.64715 0.0 0.0 0.0 -0.001
H -0.73127 0.85246 -5.32327 0.0 0.0 0.0 0.000
H -1.41616 -0.77238 -5.25635 0.0 0.0 0.0 -0.001
H -0.50117 -1.55643 -2.43892 0.0 0.0 0.0 -0.003
H -2.14821 -1.77635 -3.00740 0.0 0.0 0.0 0.000
H -1.87081 -0.86855 -1.52186 0.0 0.0 0.0 -0.012
Te -0.01989 -3.41851 0.13566 -0.2 0.0 0.0 0.918
C -2.01590 -3.88750 0.05892 0.1 -0.1 0.1 -0.005
C -3.14576 -3.08851 -0.00695 0.1 0.1 0.0 0.032
C -4.33760 -3.82201 -0.04551 -0.1 -0.1 0.0 -0.007
C -4.11727 -5.17929 -0.01023 0.0 0.1 0.1 0.126
S -2.47277 -5.55651 0.09073 0.1 0.1 -0.1 0.004
H -3.10218 -2.01065 -0.02990 0.0 0.0 0.0 0.031
H -5.32396 -3.38666 -0.10348 0.0 0.0 0.0 0.001
H -4.85863 -5.96261 -0.03200 0.0 0.0 0.0 0.005
N -4.28737 4.36035 -0.37218 0.0 0.0 0.0 0.000
C -3.11708 4.33491 0.57955 0.0 0.0 0.0 -0.001
C -2.20350 3.17653 0.19599 0.1 0.0 0.0 0.005
N -2.88723 1.90170 0.13657 -0.1 -0.2 0.0 0.003
C -4.04619 1.93614 -0.73009 0.0 0.1 0.0 0.000
C -5.03307 3.05027 -0.38640 0.0 0.0 0.0 0.001
H -3.94034 4.55452 -1.31514 0.0 0.0 0.0 0.000
H -4.92156 5.12366 -0.13341 0.0 0.0 0.0 0.000
H -3.53754 4.21300 1.57795 0.0 0.0 0.0 0.000
H -2.61826 5.30087 0.51280 0.0 0.0 0.0 0.000
H -1.38246 3.12584 0.91055 0.0 0.0 0.0 0.005
H -1.75837 3.36929 -0.78652 0.0 0.0 0.0 -0.001
H -3.10456 1.54102 1.05813 0.0 0.0 0.0 0.002
H -4.56873 0.98031 -0.70572 0.0 0.0 0.0 0.000
H -3.69673 2.07857 -1.75983 0.0 0.0 0.0 -0.001
H -5.45345 2.92858 0.61174 0.0 0.0 0.0 0.000
H -5.84222 3.13820 -1.10992 0.0 0.0 0.0 0.000
```
Positions in Å, forces in eV/Å.

=====

[3]
Formula: C8H10N3
Source: the Open Molecules 2025 dataset
Level of theory: ωB97M-V with the def2-TZVPD basis set

## Properties
- DFT total energy (eV) = -12919.150
- relative energy (zero: lowest compared OMol25 entry of this formula, charge and spin) (kcal per mole) = 36.17
- structure (SMILES) = CN(/C=C\C#[NH+])c1ccc[nH]1
- gap between HOMO and LUMO (hartree) = 0.297
- net charge = +1
- F_max (Eh/bohr) = 0.0869

The geometry in XYZ format:
```
21
Properties=species:S:1:pos:R:3:forces:R:3:nbo_charge:R:1
C -0.52914 2.47124 0.63519 3.2 0.9 -1.6 -0.401
N 0.17935 1.31862 -0.01305 -1.2 0.0 -0.4 -0.326
C 1.47281 1.31858 -0.29560 -0.7 1.4 2.2 0.220
C 2.26502 0.18229 -0.29351 1.6 2.2 -1.5 -0.570
C 1.85052 -1.08807 -0.22676 -0.1 -1.9 0.1 0.594
N 1.53438 -2.22007 -0.29957 -0.5 -0.3 0.8 -0.524
C -0.59534 0.10606 -0.09825 1.7 2.5 0.5 0.250
C -1.30833 -0.37822 0.93214 -0.8 -2.2 -0.5 -0.290
C -1.80365 -1.66287 0.46843 -0.2 0.2 1.9 -0.283
C -1.29070 -1.83077 -0.76469 -1.1 -2.5 -3.5 -0.064
N -0.62450 -0.71590 -1.16159 1.0 -0.7 -2.8 -0.540
H -1.46873 2.24165 0.93183 -3.1 -1.1 0.0 0.235
H -0.07740 2.72755 1.56796 1.0 0.2 0.5 0.221
H -0.49887 3.32336 -0.04940 -0.2 -0.1 0.2 0.233
H 2.03951 2.31060 -0.18655 -1.2 -1.4 -0.6 0.249
H 3.26221 0.57454 -0.55952 0.0 -1.6 0.5 0.306
H 0.97202 -2.96135 0.19708 1.1 1.2 -0.7 0.486
H -1.36895 0.04805 1.89411 -0.3 0.3 0.8 0.244
H -2.44042 -2.38288 1.01072 0.5 0.7 -0.4 0.258
H -1.45656 -2.66078 -1.58434 0.3 1.7 2.1 0.247
H -0.11324 -0.72164 -2.10465 -1.1 0.6 2.3 0.454
```
Positions in Å, forces in eV/Å.

=====

[4]
Formula: C13H14BCeNO2
Source: the Open Molecules 2025 dataset
Level of theory: ωB97M-V with the def2-TZVPD basis set

## Properties
- DFT total energy (eV) = -32897.132
- 2S+1 = 2
- gap between HOMO and LUMO (spin up / spin down) (hartree) = 0.191 / 0.219
- net charge = -1
- expectation value of S² = 0.7656
- F_max (Eh/bohr) = 0.0556

The geometry in XYZ format:
```
32
Properties=species:S:1:pos:R:3:forces:R:3:mulliken_spin:R:1
C -0.84031 1.09279 -2.00201 0.2 0.6 -0.2 -0.001
C 0.54587 0.90572 -2.27018 0.0 0.5 -0.4 0.018
C 1.28540 1.71122 -1.36081 -0.2 0.4 -0.6 -0.011
C 0.35662 2.39583 -0.52843 -0.1 0.5 -0.4 -0.001
C -0.95538 2.02069 -0.92774 0.1 0.4 -0.6 0.003
Ce 0.08479 -0.14728 0.13239 0.2 0.3 1.8 0.716
N -1.66459 -0.61458 0.73306 -2.5 -1.4 0.4 -0.071
C 0.06590 -2.67247 -0.17938 -0.3 -0.8 0.4 0.253
C 1.05807 -2.16121 -0.96888 0.9 -0.3 -0.7 0.178
H 2.37505 1.75856 -1.29281 -0.4 0.0 0.0 -0.002
H 0.96043 0.23033 -3.02262 -0.1 0.3 0.3 0.000
H 0.60401 3.05682 0.30662 -0.1 -0.3 -0.4 -0.002
H -1.89018 2.35853 -0.47414 0.5 -0.2 -0.1 0.000
H -1.66532 0.59806 -2.52397 0.4 0.2 0.3 0.000
H 0.94426 -1.98305 -2.04656 0.0 -0.3 0.5 -0.026
H -0.92724 -2.92340 -0.56472 0.6 0.0 0.1 -0.014
H -2.55977 -1.06618 1.02688 0.6 0.7 -0.2 0.010
H 2.05046 -1.87670 -0.56649 -0.5 -0.5 -0.2 -0.014
H 0.18369 -2.76601 0.91413 0.0 -0.3 -0.6 -0.018
O -0.02160 -0.36327 3.58040 -0.2 0.7 0.5 0.011
B -0.00798 0.72079 2.63282 1.0 -0.5 -1.3 -0.028
O -0.00078 1.94491 3.31871 -0.1 0.0 0.9 -0.004
C 0.00303 1.63011 4.64820 -0.1 -0.5 -0.6 0.004
C 0.05448 2.47588 5.70614 0.0 0.4 0.7 0.000
C 0.05270 1.89659 6.99059 0.0 -0.1 -0.2 0.000
C 0.00449 0.51252 7.14668 0.0 0.0 0.0 0.000
C -0.03903 -0.34770 6.03215 0.0 0.0 0.4 -0.001
C -0.03177 0.23774 4.79787 0.1 0.2 -0.1 -0.002
H 0.09714 3.54841 5.52651 0.0 -0.2 0.2 0.000
H 0.08514 2.55769 7.84961 0.0 -0.2 0.1 0.000
H -0.00104 0.07062 8.14031 0.0 0.2 -0.1 0.000
H -0.07415 -1.43327 6.10517 0.0 0.2 0.2 0.000
```
Positions in Å, forces in eV/Å.

=====

[5]
Formula: C2H10N2O
Source: the Open Molecules 2025 dataset
Level of theory: ωB97M-V with the def2-TZVPD basis set

## Properties
- DFT total energy (eV) = -7263.147
- relative energy (zero: lowest compared OMol25 entry of this formula, charge and spin) (kcal per mole) = 17.90
- structure (SMILES) = NCCO.N
- gap between HOMO and LUMO (hartree) = 0.375
- net charge = 0
- F_max (Eh/bohr) = 0.0535

The geometry in XYZ format:
```
15
Properties=species:S:1:pos:R:3:forces:R:3:nbo_charge:R:1
N 2.20066 -0.71378 1.43782 -0.5 0.3 -0.1 -0.828
C 0.74883 -0.61699 1.27306 -0.7 0.1 -0.3 -0.241
C 0.32920 0.70133 0.56175 1.6 0.4 2.2 -0.075
O -1.01843 0.95423 0.82691 -0.9 -0.8 -1.1 -0.698
H 2.46740 -1.63299 1.76400 0.0 0.0 0.0 0.358
H 2.59691 -0.59436 0.51465 0.4 -0.1 0.0 0.347
H 0.20566 -0.71395 2.24471 0.6 0.4 -0.6 0.194
H 0.33323 -1.39973 0.61732 0.1 -0.3 0.2 0.146
H 0.62501 0.68855 -0.49512 -0.3 0.0 0.0 0.163
H 0.81178 1.54212 1.07953 0.5 -0.3 -0.4 0.176
H -1.42438 0.19829 0.38350 -0.8 0.3 0.1 0.455
N -1.77817 0.31972 -2.50976 -0.7 -0.3 1.6 -1.122
H -2.55801 0.18976 -1.84604 0.6 -0.2 -0.8 0.358
H -1.92247 -0.25178 -3.34738 0.1 1.2 0.3 0.383
H -1.61723 1.32957 -2.50494 0.0 -0.7 -1.1 0.383
```
Positions in Å, forces in eV/Å.

=====

[6]
Formula: C3H4O3
Source: the Open Molecules 2025 dataset
Level of theory: ωB97M-V with the def2-TZVPD basis set

## Properties
- DFT total energy (eV) = -9310.930
- relative energy (zero: lowest compared OMol25 entry of this formula, charge and spin) (kcal per mole) = 179.19
- gap between HOMO and LUMO (spin up / spin down) (hartree) = 0.327 / 0.327
- net charge = 0
- F_max (Eh/bohr) = 0.1031

The geometry in XYZ format:
```
10
Properties=species:S:1:pos:R:3:forces:R:3:nbo_charge:R:1
C 1.04759 1.25344 0.08608 -0.3 1.5 2.6 0.341
C 0.78530 -0.15148 -0.05527 -3.6 -3.9 -0.7 0.410
C -1.45676 -0.50916 -0.21676 3.0 1.6 0.4 -0.509
O 1.37479 2.11968 -0.68255 -0.3 -0.9 0.4 -0.472
O 1.02340 -1.14629 0.86401 0.4 0.7 1.3 -0.256
O 1.45060 -1.28281 -0.51246 -0.1 1.2 -1.1 -0.228
H 0.72459 1.41265 1.24739 0.7 0.4 -2.1 0.113
H -1.78472 0.23311 -0.91569 -0.3 0.1 -0.3 0.196
H -1.88917 -0.44971 0.77886 0.4 0.1 -0.1 0.202
H -1.27563 -1.47942 -0.59361 0.1 -0.9 -0.4 0.202
```
Positions in Å, forces in eV/Å.

=====

- Which value of DFT total energy does entry 5 give?
  -7263.147 eV